Computed, not measured: 2 unconnected molecules or ions with the total composition C6H13N3O, with wB97M-V/def2-TZVPD.

Each line ends with the natural charge from an NBO analysis.
Atoms and positions in Å:
C 1.86464 1.19335 2.52733  -0.20
N 1.36930 0.73830 1.46137  -0.22
N 0.19877 1.15115 0.95451  -0.25
C -0.46359 2.37177 1.53808  -0.46
C 0.13354 1.29134 -0.52343  -0.41
H 1.49107 2.05987 3.15351  0.16
H 2.86663 0.84034 2.74687  0.19
H -1.28533 2.74912 0.95104  0.21
H 0.29369 3.16624 1.66718  0.19
H -0.80885 2.15692 2.55516  0.21
H 0.52949 0.40048 -1.05143  0.22
H -0.95491 1.49472 -0.70656  0.19
H 0.65552 2.23714 -0.82544  0.18
O 0.43858 -1.42711 -3.44045  -0.60
C -0.12829 -1.80631 -2.43427  0.68
C 0.19752 -2.74116 -1.22947  -0.51
C -1.23568 -2.39545 -0.69265  -0.21
N -1.37530 -1.56850 -1.93782  -0.63
H 0.40931 -3.76562 -1.38590  0.23
H 1.02888 -2.26184 -0.69193  0.24
H -1.27275 -1.85489 0.27765  0.21
H -1.92156 -3.19997 -0.76225  0.19
H -2.03068 -0.82986 -2.15111  0.40

Properties
- E_tot (eV) = -12948.09344
- SMILES = C=NN(C)C.O=C1CCN1
- HOMO level (eV) = -8.665
- relative energy (zero: lowest compared OMol25 entry of this formula, charge and spin) (kJ/mol) = 349.51
- maximum force (eV Å⁻¹) = 2.55
- charge = 0
- LUMO level (eV) = 0.81

Computed, not measured: a single C3H7NSi molecule, with wB97M-V/def2-TZVPD.

Each line ends with the natural charge from an NBO analysis.
Atoms and positions in Å:
C 0.11187 -0.30341 1.84298  -1.07
Si 0.13925 -0.05922 -0.06732  1.52
C 0.74468 1.34911 -1.19276  -1.12
C -1.32617 -1.12627 -0.73988  -0.27
N -0.11995 -1.60791 -0.90930  -0.76
H 1.12461 -0.61888 2.30414  0.24
H -0.20242 0.60352 2.22567  0.23
H -0.62197 -1.18850 1.92545  0.26
H 1.82749 1.10475 -1.51876  0.26
H -0.05105 1.18767 -2.10217  0.27
H 0.59999 2.34071 -0.75990  0.25
H -2.22633 -1.68156 -1.00815  0.19

Properties
- E_tot (eV) = -12590.10064
- SMILES = C[Si]1(C)C=N1
- HOMO level (eV) = -7.926
- relative energy (zero: lowest compared OMol25 entry of this formula, charge and spin) (kJ/mol) = 156.12
- maximum force (eV Å⁻¹) = 3.93
- charge = 0
- LUMO level (eV) = 0.63

Computed, not measured: a gas-phase ion, C5H10NO (charge +1), with wB97M-V/def2-TZVPD.

Each line ends with the natural charge from an NBO analysis.
Atoms and positions in Å:
C 2.06195 0.45177 -0.37078  -0.64
C 0.65245 0.31088 0.15771  0.45
C 0.39888 -0.84526 0.93778  -0.28
N -0.14894 -0.87291 -0.37942  -0.38
C -1.51906 -0.40080 -0.52344  -0.27
C -1.53140 0.96219 0.23211  -0.10
O -0.17632 1.36500 0.17402  -0.45
H 2.09450 1.27633 -1.19666  0.26
H 2.38597 -0.40964 -0.82403  0.23
H 2.61027 0.88785 0.52023  0.27
H 1.14374 -1.62652 1.11690  0.26
H -0.35407 -0.75760 1.72524  0.25
H 0.36100 -1.50777 -0.95987  0.45
H -2.04232 -1.28549 -0.04368  0.24
H -1.91395 -0.20017 -1.56155  0.27
H -2.19472 1.76242 -0.30863  0.25
H -1.82797 0.88972 1.30404  0.21

Properties
- E_tot (eV) = -8875.96616
- SMILES = C[C@]12C[N@H+]1CCO2
- HOMO level (eV) = -15.124
- relative energy (zero: lowest compared OMol25 entry of this formula, charge and spin) (kJ/mol) = 252.22
- maximum force (eV Å⁻¹) = 5.66
- charge = +1
- LUMO level (eV) = -3.14

Computed, not measured: a molecular structure, C26H39ClIN6O5Si2V, with wB97M-V/def2-TZVPD.

Each line ends with the Mulliken spin population.
Atoms and positions in Å:
V -0.46998 -0.38120 0.88937  1.11
C -2.19947 -0.45708 4.08313  0.00
Si -1.71226 0.77046 2.74173  0.01
C -3.27164 1.38099 1.86948  0.00
C -0.82637 2.22490 3.53945  0.00
C -1.41992 3.14637 4.40595  0.00
C -0.68137 4.19255 4.93157  0.00
C 0.66379 4.33150 4.60160  0.00
C 1.26492 3.42165 3.74929  0.00
C 0.52874 2.36329 3.21102  0.01
Si 1.22072 1.01834 2.09931  -0.08
C 2.25900 -0.12691 3.18786  0.00
C 2.29959 1.83650 0.77168  0.00
H -2.73185 0.06310 4.88411  0.00
H -1.32460 -0.94148 4.52075  0.00
H -2.84570 -1.23453 3.67813  0.01
H -4.01231 1.71323 2.60221  0.00
H -3.73339 0.59079 1.27124  0.00
H -3.04202 2.21560 1.20683  0.00
H -2.46866 3.05438 4.66953  0.00
H -1.14899 4.90643 5.59778  0.00
H 1.23795 5.15202 5.01313  0.00
H 2.31529 3.54127 3.50277  0.00
H 2.99001 0.45437 3.75616  0.00
H 2.79782 -0.88644 2.62149  0.00
H 1.61778 -0.64371 3.90432  0.00
H 3.25073 2.17178 1.19541  0.00
H 1.78383 2.71966 0.38323  0.00
H 2.50836 1.17115 -0.06625  0.00
N -2.07977 -3.49577 2.65694  0.00
N -1.01825 -4.04575 1.94704  0.00
C -0.01602 -3.30062 1.41123  0.00
O 0.86616 -3.83910 0.74422  0.00
O -0.05994 -2.01289 1.63052  -0.03
H -2.01356 -3.71949 3.64300  0.00
H -2.95767 -3.83397 2.28426  0.00
H -0.89231 -5.04635 1.88148  0.00
Cl -4.04932 -0.40446 -5.31840  0.00
C -3.20457 -0.05625 -3.84970  0.00
C -3.05107 1.23858 -3.44898  0.00
C -2.34933 1.54102 -2.26242  0.00
I -2.14378 3.52997 -1.67844  0.00
C -1.78341 0.54738 -1.50183  -0.01
O -1.10010 0.74945 -0.39293  -0.09
C -1.99290 -0.80658 -1.89303  0.02
N -1.50206 -1.74766 -1.03727  0.03
C -1.69063 -3.01011 -1.34702  0.01
C -2.35868 -3.43308 -2.51472  0.00
C -2.85805 -2.49446 -3.37204  0.00
C -2.69371 -1.12476 -3.06828  0.00
H -3.46397 2.03854 -4.04660  0.00
H -1.29781 -3.74965 -0.65914  0.00
H -2.47984 -4.48946 -2.70703  0.00
H -3.38734 -2.77884 -4.27122  0.00
N 3.61820 -2.74254 -2.26392  0.00
C 3.44918 -3.03541 -0.79419  0.00
C 2.83958 -1.82119 -0.10888  0.01
N 1.59631 -1.39491 -0.72874  0.01
C 1.76897 -1.12899 -2.14607  0.01
C 2.32048 -2.32392 -2.90618  0.00
H 4.00721 -3.55576 -2.74176  0.00
H 4.29205 -1.98131 -2.37451  0.00
H 4.42985 -3.29537 -0.39923  0.00
H 2.77059 -3.88252 -0.70743  0.00
H 3.54072 -0.97873 -0.11346  0.01
H 2.64820 -2.09636 0.92430  0.00
H 0.89379 -2.12193 -0.60871  -0.02
H 2.43326 -0.27148 -2.26973  0.00
H 0.82571 -0.83707 -2.60146  0.00
H 2.52553 -2.08535 -3.94873  0.00
H 1.65443 -3.18548 -2.84839  0.00
N 1.10586 4.38136 -3.04606  0.00
C 0.83366 3.45634 -4.13771  0.00
C 0.74903 2.03411 -3.61767  0.00
O 0.47095 1.08372 -4.30593  0.00
O 1.08234 1.90156 -2.33704  0.00
H 0.25879 4.82468 -2.71291  0.00
H 1.76363 5.10207 -3.30427  0.00
H 1.28702 2.80306 -2.00353  0.00
H 1.64917 3.46556 -4.86235  0.00
H -0.08658 3.66121 -4.68740  0.00

Properties
- E_tot (eV) = -108836.38226
- expectation value of S² = 0.77
- HOMO level (spin up / spin down) (eV) = -10.296 / -9.822
- relative energy (zero: lowest compared OMol25 entry of this formula, charge and spin) (kJ/mol) = 0.00
- maximum force (eV Å⁻¹) = 0.57
- spin multiplicity = 2
- charge = +1
- LUMO level (spin up / spin down) (eV) = -2.67 / -2.67

Computed, not measured: a molecular structure, C35H36BF3FeO3, with wB97M-V/def2-TZVPD.

Each line ends with the Mulliken spin population.
Atoms and positions in Å:
C 0.38797 -0.11109 -6.35436  0.00
C 0.61972 -0.87199 -5.13953  0.11
C 1.13762 -2.11775 -4.89668  0.00
C 1.11090 -2.30133 -3.48901  0.07
C 0.56318 -1.15959 -2.93423  0.19
B 0.72359 -0.65291 -1.38927  0.12
C -0.74233 -1.33759 -1.51448  -0.02
C -0.98427 -2.60824 -0.94448  0.21
C -2.25962 -3.17240 -0.89454  -0.07
C -3.35262 -2.42555 -1.35046  0.12
C -4.76046 -2.99460 -1.29786  -0.01
F -5.70924 -1.99467 -1.33634  0.00
F -5.02933 -3.83219 -2.35418  0.01
F -4.97024 -3.70779 -0.14699  0.00
C -3.15446 -1.14250 -1.86133  -0.04
C -1.87889 -0.59380 -1.89605  0.24
O 1.81920 -1.41574 -0.88992  0.04
C 2.85500 -0.46758 -0.54391  -0.02
C 2.82947 -0.47008 0.95641  -0.03
C 4.25119 -0.95169 -0.87876  0.00
C 2.35708 0.89980 -1.19555  -0.01
C 2.65099 2.11382 -0.34375  0.00
C 2.96856 1.09606 -2.57266  0.01
O 0.91325 0.75057 -1.29422  -0.01
O 0.21858 -0.30571 -3.95607  0.00
H 0.69392 -0.66056 -7.24529  0.00
H -0.66758 0.12615 -6.48412  0.01
H 0.94898 0.82796 -6.36320  0.01
H 1.52326 -2.85266 -5.60883  0.00
H 1.44218 -3.16754 -2.95267  0.00
H -0.16686 -3.16512 -0.49759  0.00
H -2.42589 -4.18218 -0.52000  0.00
H -4.01762 -0.58329 -2.22677  0.00
H -1.78381 0.42897 -2.23484  -0.01
H 3.67705 0.01670 1.45507  0.00
H 1.90401 0.07085 1.04976  0.05
H 2.72910 -1.49248 1.34929  0.00
H 5.01985 -0.27829 -0.42724  0.00
H 4.35767 -1.94627 -0.41631  0.00
H 4.40631 -1.01980 -1.96374  0.00
H 3.70407 2.12161 -0.02188  0.00
H 2.48415 3.03583 -0.91745  0.00
H 1.99567 2.15020 0.53158  0.01
H 3.97166 1.51857 -2.42965  0.00
H 3.05710 0.14776 -3.12053  0.00
H 2.37954 1.81664 -3.15308  0.00
C -4.03301 -0.01025 3.80334  0.10
C -2.79654 -0.78143 3.66116  -0.08
C -2.70662 -1.21773 2.27282  0.01
C -3.85411 -0.68163 1.57138  0.02
C -4.67199 0.04055 2.50129  0.00
Fe -2.78202 0.74751 2.45911  1.96
C -2.96838 2.47757 1.53781  -0.05
C -2.62232 2.67302 2.93040  0.04
C -1.41637 1.99007 3.19516  0.04
C -0.93668 1.40965 1.93489  0.07
C 0.32734 0.75924 1.90796  0.44
C 1.38078 1.38192 2.74801  0.08
C 2.25860 0.53757 3.46724  0.13
C 3.46592 1.01659 3.98139  -0.07
C 3.79979 2.38167 3.87678  0.12
C 2.86604 3.26690 3.27975  -0.07
C 1.65833 2.79008 2.74812  0.14
C -1.95138 1.67144 0.92571  0.08
H -4.46579 0.36759 4.72980  0.01
H -2.12578 -1.05807 4.47041  0.00
H -2.00493 -1.93831 1.85922  0.00
H -4.13563 -0.89921 0.54768  0.01
H -5.65942 0.43937 2.28991  0.00
H -3.84620 2.91202 1.08798  0.00
H -3.15885 3.23791 3.67820  0.02
H -0.83045 2.04035 4.11811  0.00
H 0.27712 -0.36286 1.64605  -0.05
H 1.97778 -0.53047 3.54210  0.01
H 4.16750 0.30202 4.42390  0.00
H 4.79248 2.69978 4.18486  0.01
H 3.09566 4.32834 3.21511  0.00
H 0.92677 3.44851 2.24915  0.01
H -1.82525 1.42174 -0.12911  0.02

Properties
- E_tot (eV) = -86232.27319
- expectation value of S² = 6.09
- HOMO level (spin up / spin down) (eV) = -5.342 / -8.374
- relative energy (zero: lowest compared OMol25 entry of this formula, charge and spin) (kJ/mol) = 152.42
- maximum force (eV Å⁻¹) = 3.27
- spin multiplicity = 5
- charge = 0
- LUMO level (spin up / spin down) (eV) = 0.11 / -1.86

Computed, not measured: 2 unconnected molecules or ions with the total composition C19H18O2S2, with wB97M-V/def2-TZVPD.

Each line ends with the natural charge from an NBO analysis.
Atoms and positions in Å:
C -3.12474 -5.52478 2.09020  -0.61
C -2.05634 -4.47305 1.82665  0.08
C -2.35634 -3.68338 0.58202  -0.64
O -0.78897 -5.18026 1.73501  -0.53
C 0.36082 -4.44451 1.87716  -0.01
S 1.80934 -5.18994 1.57238  -0.25
S 0.24467 -2.85783 2.36438  -0.44
H -4.08943 -5.02522 2.23133  0.20
H -3.21999 -6.23091 1.25739  0.20
H -2.90886 -6.08892 3.00192  0.22
H -2.06887 -3.78716 2.69417  0.20
H -3.30376 -3.15057 0.71368  0.20
H -1.57563 -2.94305 0.37118  0.23
H -2.45787 -4.35550 -0.28062  0.20
C -0.10514 3.25257 -5.23204  -0.15
C -0.94494 2.30035 -4.64461  -0.21
C -0.75114 1.93210 -3.31629  -0.16
C 0.28766 2.50495 -2.53556  -0.08
C 0.49704 2.11900 -1.15892  0.45
O 1.53060 2.76275 -0.54552  -0.41
C 1.85800 2.48560 0.77202  0.42
C 1.12052 1.52261 1.49095  -0.18
C 1.50178 1.26562 2.83326  -0.10
C 2.56639 1.94298 3.39807  -0.21
C 3.28519 2.89345 2.65042  -0.12
C 2.93450 3.17130 1.33162  -0.28
C 0.06619 0.86840 0.83581  0.03
C -0.25295 1.17517 -0.47726  -0.31
C 1.11938 3.46137 -3.15144  -0.17
C 0.92589 3.82774 -4.47704  -0.21
H -0.25291 3.54327 -6.26838  0.23
H -1.75230 1.84137 -5.21718  0.23
H -1.39888 1.19235 -2.85201  0.22
H 0.92176 0.51300 3.37347  0.26
H 2.84974 1.73643 4.43000  0.24
H 4.12471 3.41758 3.10859  0.24
H 3.47688 3.90234 0.73469  0.24
H -0.51062 0.12034 1.38175  0.28
H -1.07685 0.69295 -0.99829  0.25
H 1.92489 3.91990 -2.58633  0.23
H 1.59057 4.56958 -4.91663  0.23

Properties
- E_tot (eV) = -45757.76947
- HOMO level (eV) = -5.442
- relative energy (zero: lowest compared OMol25 entry of this formula, charge and spin) (kJ/mol) = 113.47
- maximum force (eV Å⁻¹) = 2.01
- charge = 0
- LUMO level (eV) = -3.03

Number 1: molecular weight 143.19 g/mol. Number 2: molecular weight 85.18 g/mol. Number 3: molecular weight 100.14 g/mol. Number 4: molecular weight 785.11 g/mol. Number 5: molecular weight 628.32 g/mol. Number 6: molecular weight 342.48 g/mol.